Entry 1:
DFT (ωB97M-V/def2-TZVPD) results for a structure of composition C30H24F6NO6S3Sr at a distorted geometry.

Properties
- Highest occupied orbital energy: -5.45 eV
- Net charge: -1
- Energy above the lowest of the compared OMol25 structures with the same formula, charge and spin: 0.0 kcal/mol
- Multiplicity: 1

Last column: Löwdin charge in e.
CARTESIAN COORDINATES (ANGSTROEM)
Sr (2.392, 0.985, -0.730)  1.29
F (7.463, -0.515, 0.639)  0.15
C (6.712, -1.281, -0.140)  -0.68
F (7.251, -1.373, -1.339)  0.16
F (6.663, -2.503, 0.388)  0.14
S (4.962, -0.634, -0.215)  0.55
O (4.498, -0.876, -1.557)  -0.31
O (4.272, -1.286, 0.861)  -0.28
N (4.958, 0.930, 0.130)  -0.38
S (5.688, 2.004, -0.806)  0.57
O (6.832, 1.464, -1.475)  -0.27
O (5.748, 3.239, -0.096)  -0.26
C (4.558, 2.509, -2.250)  -0.68
F (3.994, 1.498, -2.921)  0.09
F (5.305, 3.215, -3.082)  0.16
F (3.542, 3.282, -1.817)  0.08
C (1.011, 2.408, 0.917)  -0.16
C (0.152, 2.777, 1.709)  -0.23
C (-0.848, 3.230, 2.628)  -0.28
C (-1.089, 4.595, 2.823)  -0.05
C (-2.058, 5.026, 3.714)  -0.10
C (-2.811, 4.108, 4.434)  -0.12
C (-2.584, 2.751, 4.251)  -0.11
C (-1.617, 2.316, 3.360)  -0.05
H (-0.503, 5.309, 2.260)  0.11
H (-2.228, 6.088, 3.846)  0.09
H (-3.569, 4.448, 5.129)  0.09
H (-3.168, 2.024, 4.803)  0.09
H (-1.447, 1.258, 3.209)  0.10
C (-5.887, 2.375, -5.038)  -0.05
C (-6.440, 1.367, -6.010)  -0.75
O (-7.503, 1.503, -6.562)  -0.02
S (-5.531, -0.137, -6.335)  1.01
C (-4.022, 0.041, -5.423)  -0.59
C (-3.920, -0.460, -4.128)  -0.12
C (-2.744, -0.314, -3.414)  -0.03
C (-1.629, 0.325, -3.976)  -0.27
C (-1.745, 0.812, -5.286)  -0.03
C (-2.921, 0.668, -6.000)  -0.11
C (-0.418, 0.468, -3.235)  -0.23
C (0.627, 0.528, -2.596)  -0.14
H (-6.725, 2.916, -4.603)  0.08
H (-5.270, 3.082, -5.596)  0.09
H (-5.268, 1.929, -4.265)  0.07
H (-4.773, -0.954, -3.680)  0.10
H (-2.668, -0.692, -2.404)  0.11
H (-0.892, 1.304, -5.733)  0.11
H (-2.994, 1.048, -7.012)  0.10
C (-0.576, -5.822, 4.280)  -0.05
C (-0.167, -4.571, 3.552)  -0.26
C (0.612, -3.606, 4.174)  -0.01
C (0.986, -2.443, 3.515)  -0.20
C (1.846, -1.433, 4.236)  -0.03
C (0.576, -2.258, 2.186)  -0.09
C (0.993, -1.026, 1.507)  -0.18
O (0.995, -0.869, 0.299)  -0.10
C (-0.211, -3.226, 1.530)  -0.18
C (-0.682, -3.070, 0.111)  -0.03
C (-0.572, -4.362, 2.238)  -0.01
H (-0.123, -5.871, 5.269)  0.07
H (-0.275, -6.711, 3.722)  0.08
H (-1.660, -5.864, 4.399)  0.08
H (0.940, -3.762, 5.196)  0.11
H (2.122, -1.814, 5.218)  0.08
H (1.323, -0.486, 4.380)  0.09
H (2.763, -1.221, 3.686)  0.09
H (1.330, -0.200, 2.151)  0.11
H (-1.145, -2.098, -0.057)  0.09
H (-1.400, -3.855, -0.129)  0.08
H (0.150, -3.124, -0.590)  0.09
H (-1.185, -5.111, 1.747)  0.12

---

Entry 2:
DFT (ωB97M-V/def2-TZVPD) results for a cluster of 2 separate species, C3H8O in total.

Properties
- Highest occupied orbital energy: -9.91 eV
- Net charge: 0
- Energy above the lowest of the compared OMol25 structures with the same formula, charge and spin: 27.5 kcal/mol
- SMILES string: [H][H].CCC=O
- Multiplicity: 1

Last column: Löwdin charge in e.
CARTESIAN COORDINATES (ANGSTROEM)
H (1.431, 2.464, 1.837)  0.04
H (0.917, 1.939, 1.964)  0.01
C (0.311, -0.793, -1.370)  -0.11
C (-0.421, 0.141, -0.405)  -0.22
C (-0.652, -0.501, 0.941)  -0.28
O (-0.508, 0.045, 2.009)  0.01
H (-0.171, -1.777, -1.408)  0.07
H (1.352, -0.940, -1.067)  0.08
H (0.310, -0.384, -2.385)  0.07
H (0.112, 1.085, -0.259)  0.10
H (-1.414, 0.384, -0.810)  0.12
H (-0.995, -1.560, 0.896)  0.12

---

Entry 3:
DFT (ωB97M-V/def2-TZVPD) results for the ion C7H5ClN3 with charge +1 at a distorted geometry.

Properties
- Highest occupied orbital energy (alpha / beta): -13.60 / -13.60 eV
- Net charge: +1
- Energy above the lowest of the compared OMol25 structures with the same formula, charge and spin: 0.0 kcal/mol
- SMILES string: C=c1n[n+]2c(cc1Cl)=NC=C2
- Multiplicity: 1

Last column: Löwdin charge in e.
CARTESIAN COORDINATES (ANGSTROEM)
C (-1.772, -2.214, -0.235)  0.14
C (-1.433, -0.972, 0.005)  -0.17
N (0.295, -1.181, 0.322)  0.27
N (0.970, -0.193, 0.125)  -0.09
C (0.474, 1.214, 0.102)  -0.25
C (-0.912, 1.426, 0.161)  0.02
C (-1.840, 0.401, 0.021)  -0.61
Cl (-3.543, 0.667, 0.047)  0.79
N (1.450, 1.974, 0.023)  0.16
C (2.596, 1.232, -0.158)  0.01
C (2.313, -0.101, -0.017)  0.00
H (-1.012, -2.931, 0.167)  0.11
H (-2.743, -2.668, -0.538)  0.12
H (-1.220, 2.517, 0.395)  0.18
H (3.452, 1.869, -0.166)  0.13
H (2.925, -1.039, -0.255)  0.17

---

Entry 4:
DFT (ωB97M-V/def2-TZVPD) results for a structure of composition CH13O6V at a distorted geometry.

Properties
- Highest occupied orbital energy (alpha / beta): -9.99 / -10.22 eV
- Net charge: +1
- Energy above the lowest of the compared OMol25 structures with the same formula, charge and spin: 0.9 kcal/mol
- Multiplicity: 4

Last column: Löwdin spin population.
CARTESIAN COORDINATES (ANGSTROEM)
V (-0.236, 0.058, -0.242)  2.81
C (1.535, -0.119, 2.726)  0.00
O (0.491, 0.231, 1.844)  0.04
H (1.178, -0.818, 3.482)  0.00
H (2.501, -0.409, 2.313)  0.00
H (1.793, 0.805, 3.244)  0.00
O (-2.070, -0.892, 0.412)  0.02
H (-2.926, -0.466, 0.463)  0.00
H (-2.212, -1.761, 0.788)  0.00
O (-1.002, -0.160, -2.300)  0.03
H (-0.921, -0.969, -2.805)  0.00
H (-1.697, 0.329, -2.740)  0.00
O (1.432, 1.210, -1.207)  0.02
H (2.362, 0.996, -1.276)  0.00
H (1.255, 1.762, -1.970)  0.00
O (0.700, -1.964, -0.570)  0.03
H (1.626, -2.008, -0.809)  0.00
H (0.327, -2.780, -0.904)  0.00
O (-1.266, 1.945, -0.178)  0.03
H (-1.266, 2.501, 0.602)  0.00
H (-1.604, 2.508, -0.874)  0.00

---

Entry 5:
DFT (ωB97M-V/def2-TZVPD) results for the ion C3H6N with charge +1 at a distorted geometry.

Properties
- Highest occupied orbital energy: -15.21 eV
- Net charge: +1
- Energy above the lowest of the compared OMol25 structures with the same formula, charge and spin: 32.0 kcal/mol
- SMILES string: C#CC[NH3+]
- Multiplicity: 1

Last column: Löwdin charge in e.
CARTESIAN COORDINATES (ANGSTROEM)
C (-2.143, 0.366, -0.018)  0.19
C (-1.080, -0.129, 0.114)  -0.13
C (0.209, -0.710, -0.081)  -0.15
N (1.096, 0.453, 0.117)  0.20
H (-3.168, 0.630, -0.086)  0.06
H (0.368, -1.077, -1.134)  0.17
H (0.528, -1.493, 0.581)  0.14
H (1.229, 0.818, 1.108)  0.23
H (0.953, 1.070, -0.579)  0.12
H (2.010, 0.072, -0.021)  0.16

---

Entry 6:
DFT (ωB97M-V/def2-TZVPD) results for a cluster of 2 separate species, C9H10BrO3S in total at a distorted geometry.

Properties
- Highest occupied orbital energy: -12.42 eV
- Net charge: +1
- Multiplicity: 1

Last column: Löwdin charge in e.
CARTESIAN COORDINATES (ANGSTROEM)
C (0.502, -3.846, 0.415)  0.03
C (0.479, -2.482, 0.557)  -0.20
C (-0.686, -1.593, 0.218)  -0.42
S (-2.324, -2.211, 0.600)  0.72
O (-2.255, -3.718, 0.087)  -0.34
Br (-2.223, -2.442, 2.724)  0.58
H (0.455, -4.348, -0.556)  0.09
H (0.604, -4.509, 1.277)  0.08
H (1.373, -1.948, 0.893)  0.12
H (-0.615, -0.677, 0.820)  0.10
H (-0.722, -1.279, -0.841)  0.11
H (-2.999, -3.888, -0.521)  0.11
C (1.564, 2.239, -1.502)  0.02
C (2.129, 2.885, -0.485)  0.03
C (1.312, 3.444, 0.626)  -0.38
O (1.822, 4.022, 1.557)  0.13
C (-0.164, 3.256, 0.554)  0.03
C (-0.724, 2.612, -0.467)  0.00
C (0.095, 2.047, -1.569)  -0.40
O (-0.426, 1.429, -2.476)  0.09
H (2.137, 1.824, -2.322)  0.12
H (3.198, 3.038, -0.411)  0.13
H (-0.737, 3.676, 1.371)  0.13
H (-1.795, 2.468, -0.547)  0.12

---

Number 1: electronic energy -94920.682 eV. Number 2: electronic energy -5286.958 eV. Number 3: electronic energy -24320.739 eV. Number 4: electronic energy -39215.125 eV. Number 5: electronic energy -4688.727 eV. Number 6: electronic energy -96503.016 eV.